[1]
Computed, not measured: a structure of composition C3H5N at a distorted geometry, with the ωB97M-V functional and the def2-TZVPD basis.

For the HOMO energy (spin up / spin down), the calculation gives -9.2 / -8.8 eV. The orbital gap (spin up / spin down) is 8.6 / 8.6 eV.

Last column: Löwdin charge in e.
Geometry (Å):
C (-1.87, 0.07, -0.08)  0.03
C (2.19, -0.01, -0.08)  0.16
C (-0.48, -0.20, -0.02)  -0.43
N (0.41, 0.73, -0.04)  0.04
H (-2.62, -0.70, -0.15)  0.04
H (-2.11, 1.19, -0.12)  0.08
H (2.60, 0.84, -0.56)  0.00
H (2.32, -0.68, 0.71)  -0.02
H (-0.45, -1.25, 0.35)  0.10

[2]
Computed, not measured: the molecule C3H5N at a distorted geometry, with the ωB97M-V functional and the def2-TZVPD basis.

For the HOMO energy, the calculation gives -9.1 eV. The orbital gap is 10.1 eV. The SMILES is C=CN=C.

Last column: Löwdin charge in e.
Geometry (Å):
C (0.73, 0.20, 0.08)  -0.26
C (0.67, 1.37, -0.55)  -0.01
C (-1.08, -1.17, 0.52)  -0.08
N (-0.26, -0.32, 0.94)  -0.02
H (1.57, -0.43, -0.22)  0.11
H (-0.11, 2.08, -0.33)  0.04
H (1.46, 1.72, -1.25)  0.06
H (-1.78, -1.78, 1.22)  0.09
H (-1.19, -1.66, -0.43)  0.06

[3]
Computed, not measured: a cluster of 2 separate species, C3H5N in total at a distorted geometry, with the ωB97M-V functional and the def2-TZVPD basis.

For the HOMO energy (spin up / spin down), the calculation gives -8.4 / -8.5 eV. The orbital gap (spin up / spin down) is 8.6 / 8.8 eV.

Last column: Löwdin charge in e.
Geometry (Å):
C (-1.45, -0.68, -0.06)  -0.09
C (-0.29, 0.04, 0.25)  -0.38
C (1.04, 0.24, -0.38)  -0.12
N (-1.58, 0.59, -0.18)  0.17
H (-1.97, -1.60, -0.20)  0.11
H (0.14, 0.49, 2.22)  0.10
H (1.69, 0.80, 0.28)  0.05
H (0.91, 0.82, -1.30)  0.08
H (1.51, -0.71, -0.62)  0.07

[4]
Computed, not measured: the ion C3H5N2 with charge +1 at a distorted geometry, with the ωB97M-V functional and the def2-TZVPD basis.

For the HOMO energy, the calculation gives -15.6 eV. The orbital gap is 9.8 eV. The charge is +1. The SMILES is C=CC[N+]#N.

Last column: Löwdin charge in e.
Geometry (Å):
C (-0.83, 0.33, 1.34)  0.08
C (-0.46, 0.59, 0.10)  -0.17
C (0.77, 0.05, -0.51)  -0.16
N (0.11, -1.85, -2.02)  0.45
N (0.45, -1.04, -1.35)  0.11
H (-1.77, 0.45, 1.94)  0.11
H (-0.22, -0.15, 2.07)  0.07
H (-1.04, 1.11, -0.76)  0.15
H (1.43, 0.77, -1.08)  0.18
H (1.55, -0.26, 0.28)  0.19

[5]
Computed, not measured: a structure of composition C3H5N2 at a distorted geometry, with the ωB97M-V functional and the def2-TZVPD basis.

For the HOMO energy, the calculation gives -15.1 eV. The orbital gap is 10.2 eV. The charge is +1.

Last column: Löwdin charge in e.
Geometry (Å):
C (1.44, -0.62, 0.25)  0.14
C (-0.35, -0.59, -0.55)  -0.06
C (0.17, 0.78, -0.64)  -0.07
N (1.46, 0.63, 0.06)  0.08
N (-0.98, 0.25, 0.43)  0.11
H (1.99, -1.40, 0.75)  0.11
H (-1.04, -1.21, -1.09)  0.13
H (-0.03, 1.76, -1.07)  0.15
H (-2.05, 0.19, 0.41)  0.21
H (-0.61, 0.20, 1.43)  0.19

[6]
Computed, not measured: the ion C3H5N2 with charge +1 at a distorted geometry, with the ωB97M-V functional and the def2-TZVPD basis.

For the HOMO energy, the calculation gives -15.1 eV. The orbital gap is 9.5 eV. The charge is +1.

Last column: Löwdin charge in e.
Geometry (Å):
C (-1.50, 1.34, 0.00)  0.17
C (1.33, 1.05, 0.00)  0.20
C (-0.58, -0.55, 0.00)  -0.12
N (0.07, 0.77, -0.01)  -0.04
N (-1.86, 0.11, 0.00)  0.04
H (2.08, 0.27, 0.02)  0.13
H (1.64, 2.09, -0.01)  0.13
H (-0.38, -1.14, -0.90)  0.15
H (-0.36, -1.14, 0.89)  0.15
H (-2.79, -0.29, 0.00)  0.17

[7]
Computed, not measured: a cluster of 2 separate species, C3H5N2 in total, with the ωB97M-V functional and the def2-TZVPD basis.

For the HOMO energy (spin up / spin down), the calculation gives -14.9 / -15.7 eV. The orbital gap (spin up / spin down) is 8.5 / 10.4 eV. The charge is +1.

Last column: Löwdin charge in e.
Geometry (Å):
C (-0.22, -0.41, 0.59)  0.13
C (-0.09, 0.96, 0.00)  -0.13
C (0.32, -0.32, -0.80)  -0.13
N (-0.58, 0.69, -1.34)  0.15
N (1.30, 0.75, -0.48)  0.22
H (0.19, -0.83, 1.48)  0.10
H (-2.77, -1.57, 0.91)  0.13
H (-1.56, 0.44, -1.43)  0.14
H (1.58, 1.34, -1.28)  0.20
H (2.06, 0.57, 0.19)  0.19

[8]
Computed, not measured: the ion C3H5N2 with charge +1 at a distorted geometry, with the ωB97M-V functional and the def2-TZVPD basis.

For the HOMO energy, the calculation gives -17.2 eV. The orbital gap is 11.6 eV. The charge is +1. The SMILES is N#[N+]C1CC1.

Last column: Löwdin charge in e.
Geometry (Å):
C (0.72, 0.27, -0.20)  -0.02
C (-0.41, -0.72, 0.05)  -0.02
C (-0.37, 0.57, 0.82)  -0.29
N (0.42, 0.90, 3.09)  0.44
N (-0.01, 0.75, 2.08)  0.10
H (1.71, 0.16, 0.30)  0.14
H (0.57, 1.00, -1.06)  0.15
H (-1.08, -0.77, -0.75)  0.10
H (-0.16, -1.77, 0.46)  0.17
H (-1.18, 1.35, 0.60)  0.22

[9]
Computed, not measured: the ion C3H5N2O2S2 with charge +1 at a distorted geometry, with the ωB97M-V functional and the def2-TZVPD basis.

For the HOMO energy, the calculation gives -13.4 eV. The orbital gap is 6.2 eV. The charge is +1.

Last column: Löwdin charge in e.
Geometry (Å):
C (1.09, -0.46, -0.07)  -0.57
C (-2.40, -0.60, -0.15)  -0.47
C (0.25, 0.44, -0.94)  -0.14
N (1.04, -1.70, -0.32)  0.15
N (1.81, 0.15, 0.90)  0.16
O (-2.09, 1.78, -0.73)  -0.23
O (-1.04, 0.95, 1.36)  -0.22
S (-3.78, -1.17, 0.10)  1.14
S (-1.26, 0.85, -0.04)  0.63
H (0.74, 1.39, -1.14)  0.13
H (-0.02, -0.05, -1.86)  0.13
H (1.60, -2.33, 0.23)  0.07
H (1.69, 1.13, 1.12)  0.11
H (2.36, -0.40, 1.54)  0.13

[10]
Computed, not measured: the ion C3H5N2O2Si with charge -1 at a distorted geometry, with the ωB97M-V functional and the def2-TZVPD basis.

For the HOMO energy, the calculation gives -2.8 eV. The orbital gap is 6.6 eV. The charge is -1. The SMILES is O=c1[nH]c([O-])c([SiH3])[nH]1.

Last column: Löwdin charge in e.
Geometry (Å):
C (-0.49, -1.19, 0.43)  -0.56
C (0.27, -0.20, -0.22)  -0.35
C (-1.91, 0.63, -0.28)  -0.64
N (-1.87, -0.66, 0.28)  0.17
N (-0.67, 0.85, -0.68)  0.05
O (-0.19, -2.28, 0.93)  -0.07
O (-2.82, 1.41, -0.23)  0.00
Si (2.16, 0.04, 0.01)  0.57
H (-2.60, -1.16, 0.58)  0.08
H (-0.27, 1.73, -1.01)  0.13
H (2.88, -0.97, -0.55)  -0.15
H (2.99, 0.33, 1.31)  -0.11
H (2.52, 1.47, -0.56)  -0.10

[11]
Computed, not measured: the ion C3H5N2O3 with charge -1 at a distorted geometry, with the ωB97M-V functional and the def2-TZVPD basis.

For the HOMO energy, the calculation gives -3.6 eV. The orbital gap is 7.2 eV. The charge is -1. The SMILES is NN/C(=C\O)C(=O)[O-].

Last column: Löwdin charge in e.
Geometry (Å):
C (-0.69, -0.05, 1.62)  -0.16
C (-0.26, -0.01, 0.33)  -0.19
C (-0.95, 1.03, -0.75)  -0.70
N (1.12, -0.42, -1.63)  -0.05
N (0.81, -0.66, -0.29)  -0.13
O (-1.47, 0.44, -1.76)  -0.12
O (-0.77, 2.22, -0.57)  -0.03
O (-0.06, -0.85, 2.61)  -0.08
H (-1.36, 0.63, 2.08)  0.09
H (0.83, 0.59, -1.83)  0.09
H (0.43, -0.94, -2.23)  0.09
H (1.73, -0.64, 0.27)  0.14
H (0.64, -1.34, 2.14)  0.07

[12]
Computed, not measured: the ion C3H5N2O3 with charge +1 at a distorted geometry, with the ωB97M-V functional and the def2-TZVPD basis.

For the HOMO energy, the calculation gives -15.0 eV. The orbital gap is 8.3 eV. The charge is +1. The SMILES is [NH2+]=C/C(=N\O)OC=O.

Last column: Löwdin charge in e.
Geometry (Å):
C (-0.03, -0.83, -0.37)  0.11
C (-0.17, -0.21, 2.55)  -0.26
C (-0.17, 0.49, 0.12)  -0.24
N (-0.02, 1.67, -0.38)  0.15
N (0.14, -1.17, -1.63)  0.30
O (-0.52, 0.57, 1.47)  0.05
O (0.14, 1.76, -1.72)  0.01
O (0.67, -1.04, 2.54)  0.15
H (-0.12, -1.54, 0.36)  0.12
H (-0.89, 0.05, 3.25)  0.14
H (0.45, -2.07, -1.92)  0.15
H (0.11, 2.75, -2.09)  0.22
H (0.41, -0.44, -2.19)  0.09

[13]
Computed, not measured: a structure of composition C3H5N2P at a distorted geometry, with the ωB97M-V functional and the def2-TZVPD basis.

For the HOMO energy (spin up / spin down), the calculation gives -9.4 / -8.2 eV. The orbital gap (spin up / spin down) is 9.9 / 5.6 eV.

Last column: Löwdin charge in e.
Geometry (Å):
C (-2.78, -1.29, -0.12)  -0.25
C (-1.43, -0.95, 0.23)  -0.21
C (1.40, 1.39, -0.13)  0.03
N (-3.60, -0.27, -0.20)  -0.26
N (-1.24, 0.38, 0.28)  -0.26
P (-2.73, 1.13, 0.02)  0.87
H (-3.25, -2.19, -0.27)  0.07
H (-0.55, -1.51, 0.47)  0.10
H (2.24, 0.67, -0.26)  -0.01
H (0.89, 1.77, -0.94)  -0.07
H (1.05, 1.55, 0.91)  -0.01

[14]
Computed, not measured: the molecule C3H5N3, with the ωB97M-V functional and the def2-TZVPD basis.

For the HOMO energy, the calculation gives -9.9 eV. The orbital gap is 11.0 eV. The SMILES is Cc1cn[nH]n1.

Last column: Löwdin charge in e.
Geometry (Å):
C (0.55, 1.59, 0.02)  -0.05
C (0.02, 0.19, -0.01)  -0.35
N (-0.91, -0.18, 0.85)  0.08
N (-1.18, -1.44, 0.54)  -0.10
N (-0.41, -1.97, -0.43)  0.05
C (0.33, -0.94, -0.81)  -0.11
H (1.64, 1.61, -0.11)  0.07
H (0.10, 2.20, -0.77)  0.07
H (0.32, 2.07, 0.98)  0.08
H (-1.51, -2.01, 1.31)  0.15
H (1.06, -1.03, -1.61)  0.10

[15]
Computed, not measured: the molecule C3H5N3, with the ωB97M-V functional and the def2-TZVPD basis.

For the HOMO energy, the calculation gives -8.2 eV. The orbital gap is 9.2 eV. The SMILES is Nc1cn[nH]c1.

Last column: Löwdin charge in e.
Geometry (Å):
N (-1.83, -0.40, -0.24)  0.06
C (-0.49, 0.01, -0.12)  -0.34
C (0.59, -0.82, -0.29)  -0.08
N (1.69, -0.08, 0.00)  -0.06
N (1.40, 1.19, 0.30)  0.01
C (0.08, 1.27, 0.19)  -0.12
H (-2.46, 0.15, 0.33)  0.08
H (-1.90, -1.36, 0.09)  0.08
H (0.65, -1.81, -0.73)  0.12
H (2.62, -0.42, 0.16)  0.14
H (-0.38, 2.25, 0.26)  0.10

[16]
Computed, not measured: a structure of composition C3H5N3 at a distorted geometry, with the ωB97M-V functional and the def2-TZVPD basis.

For the HOMO energy, the calculation gives -8.5 eV. The orbital gap is 9.3 eV.

Last column: Löwdin charge in e.
Geometry (Å):
C (-0.64, 0.10, 0.08)  -0.54
C (0.12, 1.15, 0.14)  -0.09
C (0.01, -1.08, 0.08)  -0.01
H (-2.15, 0.87, 0.08)  0.05
H (-2.43, -0.72, 0.78)  0.22
H (-0.01, 2.17, 0.03)  0.09
H (2.25, -1.05, 0.20)  0.14
H (-0.37, -2.05, 0.17)  0.09
N (-1.98, -0.07, -0.26)  0.06
N (1.41, 0.67, -0.04)  0.00
N (1.39, -0.63, -0.14)  -0.02

[17]
Computed, not measured: the molecule C3H5N3, with the ωB97M-V functional and the def2-TZVPD basis.

For the HOMO energy, the calculation gives -9.8 eV. The orbital gap is 10.6 eV. The SMILES is Cn1ccnn1.

Last column: Löwdin charge in e.
Geometry (Å):
C (0.85, -1.36, 0.48)  -0.02
N (0.23, -0.20, -0.11)  -0.21
C (-0.61, 0.71, 0.45)  -0.07
C (-0.94, 1.53, -0.59)  -0.16
N (-0.34, 1.08, -1.71)  -0.02
N (0.36, 0.04, -1.43)  0.01
H (0.37, -2.24, 0.03)  0.09
H (1.96, -1.38, 0.40)  0.10
H (0.60, -1.32, 1.55)  0.08
H (-0.96, 0.63, 1.48)  0.12
H (-1.47, 2.46, -0.66)  0.09

[18]
Computed, not measured: the molecule C3H5N3, with the ωB97M-V functional and the def2-TZVPD basis.

For the HOMO energy, the calculation gives -9.6 eV. The orbital gap is 10.4 eV. The SMILES is [H]/N=C/[C@@H]1N=C1N.

Last column: Löwdin charge in e.
Geometry (Å):
N (2.17, -0.31, 0.57)  0.15
C (1.04, -0.39, -0.16)  -0.44
C (-0.20, 0.20, -0.62)  -0.22
N (-2.46, 0.85, -0.21)  0.08
C (-1.45, 0.18, 0.17)  -0.24
N (0.41, -1.19, -0.90)  0.18
H (2.86, -1.03, 0.39)  0.11
H (2.55, 0.61, 0.75)  0.10
H (-0.21, 0.91, -1.44)  0.12
H (-3.26, 0.68, 0.40)  0.04
H (-1.45, -0.49, 1.05)  0.11

[19]
Computed, not measured: the molecule C3H5N3 at a distorted geometry, with the ωB97M-V functional and the def2-TZVPD basis.

For the HOMO energy, the calculation gives -7.6 eV. The orbital gap is 8.7 eV.

Last column: Löwdin charge in e.
Geometry (Å):
C (1.51, 0.49, 0.65)  -0.03
C (0.37, -0.39, 0.35)  -0.30
N (-2.08, 0.88, -0.55)  0.07
N (-1.39, 0.27, -1.29)  -0.19
N (-0.32, -0.91, -0.80)  0.02
C (-0.66, -1.10, 0.60)  -0.03
H (1.17, 1.27, 1.34)  0.09
H (2.30, -0.09, 1.13)  0.09
H (1.90, 0.94, -0.27)  0.08
H (-1.40, 0.30, -2.31)  0.11
H (-1.39, -1.65, 1.15)  0.10

[20]
Computed, not measured: the molecule C3H5N3 at a distorted geometry, with the ωB97M-V functional and the def2-TZVPD basis.

For the HOMO energy, the calculation gives -9.7 eV. The orbital gap is 10.4 eV. The SMILES is Cn1cncn1.

Last column: Löwdin charge in e.
Geometry (Å):
C (1.28, -1.15, -0.36)  -0.04
N (0.33, -0.06, 0.06)  -0.05
C (-0.94, -0.16, -0.30)  -0.26
N (-1.76, 0.81, 0.07)  0.04
C (-0.97, 1.67, 0.75)  -0.33
N (0.29, 1.46, 0.93)  0.17
H (2.07, -0.76, -1.01)  0.08
H (1.75, -1.64, 0.49)  0.07
H (0.78, -1.95, -0.94)  0.09
H (-1.32, -1.00, -0.88)  0.13
H (-1.26, 2.62, 1.23)  0.12

These records have energy relative to the best compared isomer or geometry (same formula, charge and spin) values of 142.3 39.8 127.8 85.8 137.4 102.5 244.4 85.2 61.2 14.5 82.2 49.1 74.0 20.9 19.6 88.6 30.7 48.1 134.5 51.5 kcal per mole, in the order they appear.